13
Properties=species:S:1:pos:R:3 method="wB97M-V/def2-TZVPD" homo_energy_ev=-8.17 lumo_ev=0.452 homo_lumo_gap_ev=8.6 e_tot_ev=-7795.5232
C 1.1482 1.0142 0.7990
C 0.5879 1.4114 -0.5548
N 0.0546 0.3894 -1.2210
C -0.9729 -0.3332 -0.4778
C -0.5988 -1.6440 0.1689
O -1.4415 -2.4518 0.4706
H 1.5608 -0.0064 0.8236
H 0.5636 1.1763 1.7160
H 1.9823 1.7111 0.8550
H -1.2798 0.3807 0.2993
H -0.2255 0.6196 -2.1673
H -1.8542 -0.4605 -1.1053
H 0.4753 -1.8070 0.3939


16
Properties=species:S:1:pos:R:3 method="wB97M-V/def2-TZVPD" homo_energy_ev=-9.45 lumo_ev=1.123 homo_lumo_gap_ev=10.6 e_tot_ev=-6382.5150
C -0.5506 -0.1469 -1.7028
C -0.3164 -0.3591 -0.2069
C -0.3745 -1.8281 0.2142
C 0.6434 2.2402 1.9144
C 0.9213 1.2757 1.0798
C 0.9848 0.2717 0.2484
H -1.5286 -0.5418 -2.0013
H 0.2173 -0.6422 -2.3089
H -0.5300 0.9229 -1.9385
H -1.1109 0.1730 0.3299
H -0.2390 -1.9152 1.2981
H -1.3433 -2.2693 -0.0453
H 0.4118 -2.4178 -0.2725
H 0.5027 3.2619 1.5728
H 0.5110 2.0324 2.9725
H 1.9324 -0.1349 -0.1087


120
Properties=species:S:1:pos:R:3 method="wB97M-V/def2-TZVPD" homo_energy_ev=-7.98 lumo_ev=0.533 homo_lumo_gap_ev=8.5 e_tot_ev=-52707.6306
C 5.5231 -0.5148 6.4478
C 4.4325 -0.7246 5.3664
C 4.4323 0.5591 4.5088
C 3.9035 0.4690 3.0841
C 4.4748 -0.7289 2.3146
C 4.3722 -2.0201 3.1594
N 4.8089 -1.8514 4.5268
O 5.1209 -3.0124 5.2595
C 2.9366 -2.5686 2.9647
C 5.3764 -3.0046 2.5514
C 3.0504 -0.9337 5.9938
H 5.8741 -1.3632 7.0392
H 5.1218 0.1841 7.1833
H 6.4363 -0.1958 5.9450
H 3.7600 1.2284 5.0578
H 5.3890 1.0834 4.4680
H 3.9771 1.4377 2.5833
H 2.8068 0.3877 3.1138
H 5.5160 -0.5336 2.0579
H 3.8410 -0.8042 1.4305
H 2.6050 -3.1973 3.7923
H 2.2144 -1.7414 2.9989
H 2.7691 -2.8923 1.9370
H 5.2503 -4.0168 2.9586
H 5.2270 -3.2780 1.4977
H 6.4439 -2.8089 2.6439
H 2.1881 -0.7966 5.3372
H 2.9130 -0.3680 6.9188
H 2.9106 -1.9624 6.3534
H 4.2716 -3.4860 5.3221
C -3.8017 0.3959 0.8439
C -2.4919 -0.1317 0.2479
C -1.3662 0.8884 0.2879
C -0.8747 1.0448 1.7286
C -0.2434 -0.2981 2.1384
C -1.3051 -1.4284 2.1572
N -2.0123 -1.3640 0.8799
O -2.8899 -2.4502 0.6853
C -0.6063 -2.7657 2.3239
C -2.2391 -1.1884 3.3993
C -2.7191 -0.4449 -1.2615
H -4.3434 0.9770 0.0960
H -3.6037 1.1371 1.6279
H -4.4785 -0.2902 1.3526
H -0.5008 0.5400 -0.2717
H -1.7946 1.8758 0.1089
H -1.6900 1.2269 2.4264
H -0.0921 1.7995 1.8142
H 0.0707 -0.1952 3.1828
H 0.5991 -0.6027 1.5151
H -0.1572 -2.7889 3.3227
H -1.2223 -3.6656 2.3467
H 0.1817 -2.9142 1.5866
H -3.0397 -1.9321 3.3180
H -1.6800 -1.1198 4.3280
H -2.8633 -0.2891 3.3562
H -2.1627 -1.3103 -1.6298
H -2.2574 0.3448 -1.8660
H -3.7378 -0.5352 -1.6385
H -3.5362 -2.4062 1.4118
C -3.4986 3.8352 -3.8642
C -4.3478 3.8103 -2.5604
C -3.4360 3.4117 -1.3835
C -4.0273 3.9120 -0.0502
C -4.1341 5.4237 -0.1635
C -5.1476 5.8604 -1.1775
N -4.8472 5.1965 -2.4612
O -5.5387 5.6574 -3.5696
C -6.5583 5.5246 -0.6571
C -5.0905 7.3681 -1.3337
C -5.5144 2.8211 -2.7022
H -2.7087 3.0815 -3.9482
H -3.0425 4.8126 -3.9912
H -4.1505 3.5336 -4.6889
H -3.3032 2.3343 -1.3826
H -2.5110 3.9472 -1.6165
H -3.3085 3.5867 0.7035
H -4.9964 3.4317 0.0731
H -3.1639 5.8817 -0.3746
H -4.3969 5.8039 0.8289
H -6.7036 5.8785 0.3649
H -7.4428 5.8369 -1.2255
H -6.8157 4.4569 -0.6785
H -5.2823 7.7275 -2.3535
H -5.9244 7.9482 -0.9167
H -4.1984 7.8850 -0.9764
H -6.1628 3.2643 -3.4683
H -6.1616 2.6661 -1.8385
H -5.2632 1.8386 -3.1100
H -4.9067 6.1992 -4.0590
C 2.3257 -1.1369 -5.7734
C 2.6317 -2.3910 -4.9456
C 4.0547 -2.2089 -4.3476
C 4.3083 -2.9817 -3.0293
C 3.1353 -2.7861 -2.0738
C 1.7845 -3.1939 -2.6185
N 1.6274 -2.5992 -3.9360
O 0.3044 -2.5945 -4.3868
C 1.6473 -4.7150 -2.7003
C 0.8063 -2.7488 -1.5208
C 2.6630 -3.6205 -5.8830
H 1.6370 -1.3940 -6.5809
H 3.2028 -0.6362 -6.1775
H 1.7824 -0.4338 -5.1399
H 4.8162 -2.4521 -5.0927
H 4.3339 -1.1692 -4.1346
H 5.2742 -2.7512 -2.5824
H 4.4019 -4.0030 -3.4200
H 3.1859 -1.7755 -1.6533
H 3.4010 -3.3186 -1.1508
H 0.7640 -4.9331 -3.3128
H 2.5087 -5.2452 -3.1051
H 1.3690 -5.2299 -1.7771
H 0.6711 -1.7083 -1.2093
H -0.2214 -2.9136 -1.8722
H 0.9818 -3.3447 -0.6293
H 1.6781 -3.7966 -6.3216
H 2.9854 -4.5228 -5.3620
H 3.3222 -3.4593 -6.7410
H 0.1124 -3.5268 -4.5764